The following is a DFT calculation (the ωB97M-V functional and the def2-TZVPD basis) of a cluster of 11 separate species, C42H86F9N11O14S in total in a non-equilibrium geometry.

Each atom is followed by the atoms it is bonded to, with distances in Å.
CARTESIAN COORDINATES (ANGSTROEM)
1 H 5.5389 -1.3155 -2.9989  N2 1.019
2 N 5.2793 -0.3458 -2.8219  H1 1.019, C3 1.266
3 C 4.4567 0.0694 -3.6906  N2 1.266, C4 1.510, H29 1.082
4 C 3.9650 -0.7564 -4.8558  C3 1.510, C5 1.550, H30 1.082, H31 1.085
5 C 2.5037 -0.5284 -5.3184  C4 1.550, C6 1.542, C20 1.524, C24 1.544
6 C 1.6468 -1.7971 -5.1339  C5 1.542, C7 1.538, H32 1.084, H33 1.081
7 C 0.6495 -1.8007 -3.9628  C6 1.538, C8 1.518, H34 1.082, H35 1.079
8 C 1.2482 -2.4793 -2.7439  C7 1.518, F9 1.378, F10 1.362, C11 1.545
9 F 1.1408 -3.8397 -2.9372  C8 1.378
10 F 2.5768 -2.2288 -2.5812  C8 1.362
11 C 0.5253 -2.2598 -1.3958  C8 1.545, F12 1.365, F13 1.359, S14 1.888
12 F -0.7698 -2.6625 -1.5536  C11 1.365
13 F 1.0928 -3.0282 -0.4295  C11 1.359
14 S 0.4654 -0.4850 -0.7534  C11 1.888, F15 1.590, F16 1.590, F17 1.578, F18 1.573, F19 1.576
15 F -0.4960 -0.9814 0.4113  S14 1.590
16 F 1.7242 -0.7598 0.1782  S14 1.590
17 F 1.4485 0.0417 -1.8691  S14 1.578
18 F -0.7780 -0.1548 -1.6588  S14 1.573
19 F 0.3839 0.9755 -0.1680  S14 1.576
20 C 1.8783 0.7801 -4.8491  C5 1.524, O21 1.452, H36 1.079, H37 1.081
21 O 0.9748 1.2146 -5.8997  C20 1.452, C22 1.360
22 C 1.0664 0.3388 -6.9364  O21 1.360, O23 1.199, C24 1.551
23 O 0.1295 0.0812 -7.6390  C22 1.199
24 C 2.5038 -0.2348 -6.8341  C5 1.544, C22 1.551, O25 1.430, C26 1.526
25 O 3.3675 0.8922 -7.0026  C24 1.430, H38 0.960
26 C 2.9598 -1.3608 -7.7580  C24 1.526, C27 1.501, H39 1.084, H40 1.086
27 C 1.9718 -1.7906 -8.8026  C26 1.501, O28 1.427, H41 1.082, H42 1.085
28 O 1.9243 -0.7554 -9.7834  C27 1.427, H43 0.954
29 H 4.1349 1.0942 -3.5633  C3 1.082
30 H 4.1035 -1.7913 -4.5729  C4 1.082
31 H 4.6489 -0.5739 -5.6783  C4 1.085
32 H 1.0770 -2.0298 -6.0266  C6 1.084
33 H 2.2897 -2.6543 -4.9871  C6 1.081
34 H -0.1850 -2.4309 -4.2413  C7 1.082
35 H 0.2300 -0.8299 -3.7476  C7 1.079
36 H 2.5679 1.5974 -4.7072  C20 1.079
37 H 1.2785 0.7419 -3.9500  C20 1.081
38 H 3.4427 1.0830 -7.9401  O25 0.960
39 H 3.8478 -1.0168 -8.2757  C26 1.084
40 H 3.2716 -2.2170 -7.1678  C26 1.086
41 H 0.9970 -1.9565 -8.3631  C27 1.082
42 H 2.2965 -2.7093 -9.2809  C27 1.085
43 H 1.4462 -1.0751 -10.5439  O28 0.954
44 C -1.8909 0.9844 4.1826  N45 1.457, H49 1.094, H50 1.094, H51 1.087
45 N -0.7192 0.3476 4.7685  C44 1.457, C46 1.452, C47 1.346
46 C 0.1485 -0.4267 3.8998  N45 1.452, H52 1.091, H53 1.092, H54 1.086
47 C -0.3993 0.4435 6.0722  N45 1.346, O48 1.224, H55 1.098
48 O 0.5855 -0.0851 6.5718  C47 1.224
49 H -2.5373 0.2208 3.7413  C44 1.094
50 H -1.5715 1.6779 3.3989  C44 1.094
51 H -2.4511 1.5331 4.9358  C44 1.087
52 H 0.2103 -1.4586 4.2483  C46 1.091
53 H 1.1545 -0.0029 3.9050  C46 1.092
54 H -0.2461 -0.4084 2.8881  C46 1.086
55 H -1.1045 1.0471 6.6578  C47 1.098
56 C -5.9398 0.5680 8.2324  N57 1.451, H61 1.092, H62 1.089, H63 1.088
57 N -4.9635 1.5607 7.8249  C56 1.451, C58 1.455, C59 1.329
58 C -5.2605 2.9711 8.0266  N57 1.455, H64 1.091, H65 1.089, H66 1.086
59 C -3.7983 1.2243 7.2821  N57 1.329, O60 1.228, H67 1.102
60 O -2.9421 2.0253 6.9183  C59 1.228
61 H -6.8742 0.7154 7.6874  C56 1.092
62 H -6.1222 0.6624 9.3020  C56 1.089
63 H -5.5632 -0.4306 8.0223  C56 1.088
64 H -5.2445 3.4980 7.0719  C58 1.091
65 H -4.5132 3.4204 8.6795  C58 1.089
66 H -6.2410 3.0700 8.4818  C58 1.086
67 H -3.6584 0.1358 7.1801  C59 1.102
68 C 3.6779 0.1459 7.6027  N69 1.455, H73 1.089, H74 1.092, H75 1.088
69 N 4.6401 1.1537 7.1842  C68 1.455, C70 1.451, C71 1.343
70 C 4.3288 2.5554 7.3968  N69 1.451, H76 1.091, H77 1.091, H78 1.087
71 C 5.8092 0.8393 6.6039  N69 1.343, O72 1.216, H79 1.104
72 O 6.6391 1.6468 6.2319  C71 1.216
73 H 2.7317 0.2954 7.0850  C68 1.089
74 H 3.5100 0.2195 8.6793  C68 1.092
75 H 4.0559 -0.8479 7.3720  C68 1.088
76 H 4.3181 3.0878 6.4446  C70 1.091
77 H 5.0846 3.0178 8.0326  C70 1.091
78 H 3.3543 2.6386 7.8712  C70 1.087
79 H 5.9529 -0.2493 6.4872  C71 1.104
80 C -3.1365 -5.3306 -6.7422  N81 1.453, H85 1.087, H86 1.093, H87 1.087
81 N -2.0390 -4.4102 -6.9889  C80 1.453, C82 1.452, C83 1.339
82 C -2.2506 -2.9863 -6.7970  N81 1.452, H88 1.091, H89 1.090, H90 1.087
83 C -0.8345 -4.8239 -7.4033  N81 1.339, O84 1.220, H91 1.102
84 O 0.1038 -4.0802 -7.6397  C83 1.220
85 H -3.9672 -5.0896 -7.4002  C80 1.087
86 H -3.4632 -5.2617 -5.7017  C80 1.093
87 H -2.8189 -6.3495 -6.9466  C80 1.087
88 H -2.0709 -2.4461 -7.7278  C82 1.091
89 H -1.5583 -2.5990 -6.0487  C82 1.090
90 H -3.2718 -2.8142 -6.4677  C82 1.087
91 H -0.7670 -5.9166 -7.5272  C83 1.102
92 C -0.0659 3.9262 6.2028  N93 1.449, H97 1.093, H98 1.093, H99 1.086
93 N -0.5186 5.2063 6.7102  C92 1.449, C94 1.452, C95 1.347
94 C 0.3289 6.3765 6.5646  N93 1.452, H100 1.090, H101 1.091, H102 1.087
95 C -1.7136 5.3422 7.3166  N93 1.347, O96 1.217, H103 1.102
96 O -2.1442 6.3926 7.7563  C95 1.217
97 H 0.8657 3.6343 6.6934  C92 1.093
98 H 0.1045 3.9869 5.1245  C92 1.093
99 H -0.8202 3.1705 6.3999  C92 1.086
100 H 0.5662 6.7943 7.5435  C94 1.090
101 H -0.1849 7.1450 5.9861  C94 1.091
102 H 1.2487 6.0956 6.0580  C94 1.087
103 H -2.2776 4.3971 7.3738  C95 1.102
104 C 5.4373 5.4589 -6.9840  N105 1.449, H109 1.092, H110 1.092, H111 1.088
105 N 5.3401 4.4180 -7.9870  C104 1.449, C106 1.452, C107 1.346
106 C 4.1366 4.3090 -8.7918  N105 1.452, H112 1.090, H113 1.090, H114 1.086
107 C 6.3281 3.5302 -8.2031  N105 1.346, O108 1.215, H115 1.103
108 O 6.2774 2.6354 -9.0231  C107 1.215
109 H 4.6403 5.3485 -6.2458  C104 1.092
110 H 5.3529 6.4430 -7.4494  C104 1.092
111 H 6.3963 5.3937 -6.4753  C104 1.088
112 H 3.6908 3.3248 -8.6492  C106 1.090
113 H 4.3811 4.4185 -9.8486  C106 1.090
114 H 3.4255 5.0766 -8.5000  C106 1.086
115 H 7.2025 3.6840 -7.5484  C107 1.103
116 C -4.0546 1.3679 0.2019  N117 1.450, H121 1.092, H122 1.092, H123 1.088
117 N -4.8354 0.8235 1.2953  C116 1.450, C118 1.454, C119 1.345
118 C -5.8849 1.6316 1.8941  N117 1.454, H124 1.091, H125 1.090, H126 1.087
119 C -4.6193 -0.4117 1.7816  N117 1.345, O120 1.215, H127 1.104
120 O -5.2350 -0.9133 2.7007  C119 1.215
121 H -3.5347 2.2733 0.5218  C116 1.092
122 H -4.7028 1.6133 -0.6416  C116 1.092
123 H -3.3165 0.6381 -0.1247  C116 1.088
124 H -5.6830 1.7830 2.9550  C118 1.091
125 H -6.8469 1.1273 1.8012  C118 1.090
126 H -5.9301 2.5947 1.3931  C118 1.087
127 H -3.7996 -0.9418 1.2651  C119 1.104
128 C -5.7721 -0.4944 14.2799  N129 1.450, H133 1.091, H134 1.092, H135 1.087
129 N -5.2295 -0.2154 12.9646  C128 1.450, C130 1.454, C131 1.343
130 C -4.4891 -1.2535 12.2653  N129 1.454, H136 1.090, H137 1.090, H138 1.086
131 C -5.3844 0.9761 12.3650  N129 1.343, O132 1.217, H139 1.103
132 O -4.9444 1.2554 11.2652  C131 1.217
133 H -4.9694 -0.7538 14.9724  C128 1.091
134 H -6.4771 -1.3262 14.2294  C128 1.092
135 H -6.2916 0.3822 14.6596  C128 1.087
136 H -3.4746 -0.9149 12.0551  C130 1.090
137 H -4.9724 -1.4854 11.3159  C130 1.090
138 H -4.4528 -2.1482 12.8804  C130 1.086
139 H -5.9548 1.6981 12.9724  C131 1.103
140 C -2.4246 -3.1647 -11.7151  N141 1.450, H145 1.092, H146 1.092, H147 1.087
141 N -3.4110 -3.7234 -10.8106  C140 1.450, C142 1.454, C143 1.343
142 C -4.4767 -2.8720 -10.3076  N141 1.454, H148 1.091, H149 1.090, H150 1.086
143 C -3.3734 -5.0067 -10.4162  N141 1.343, O144 1.217, H151 1.103
144 O -4.1706 -5.5176 -9.6508  C143 1.217
145 H -1.8957 -2.3400 -11.2334  C140 1.092
146 H -2.9092 -2.7935 -12.6200  C140 1.092
147 H -1.7024 -3.9290 -11.9925  C140 1.087
148 H -4.4380 -2.8237 -9.2189  C142 1.091
149 H -5.4477 -3.2760 -10.5944  C142 1.090
150 H -4.3640 -1.8721 -10.7170  C142 1.086
151 H -2.5288 -5.5688 -10.8478  C143 1.103
152 C 4.5950 -1.9716 3.2807  N153 1.449, H157 1.093, H158 1.092, H159 1.088
153 N 5.2303 -2.2841 2.0167  C152 1.449, C154 1.454, C155 1.346
154 C 4.5220 -2.0042 0.7779  N153 1.454, H160 1.091, H161 1.091, H162 1.083
155 C 6.4608 -2.8259 1.9470  N153 1.346, O156 1.214, H163 1.104
156 O 7.0299 -3.1128 0.9140  C155 1.214
157 H 3.6606 -2.5282 3.3845  C152 1.093
158 H 4.3770 -0.9029 3.3423  C152 1.092
159 H 5.2549 -2.2403 4.1027  C152 1.088
160 H 4.3938 -2.9245 0.2057  C154 1.091
161 H 5.0962 -1.3032 0.1704  C154 1.091
162 H 3.5510 -1.5809 1.0055  C154 1.083
163 H 6.9150 -2.9964 2.9385  C155 1.104

The HOMO energy is -8.9 eV. The total energy comes out at -125295.7627 eV. The calculation puts the HOMO-LUMO gap at 8.910 eV.